ORCA calculation (ωB97M-V with the def2-TZVPD basis set) on an isolated molecule of C3H5FS at a distorted geometry.

Geometry (Å):
C: -1.965 0.815 1.046
C: 0.392 -0.650 0.545
C: 1.386 -1.197 -0.167
H: -2.153 -0.192 1.501
H: -1.723 1.514 1.825
H: -2.865 1.150 0.527
H: 0.160 -1.159 1.489
H: 2.138 -1.973 0.061
F: 1.742 -0.459 -1.256
S: -0.632 0.687 -0.165

Net charge: 0
E_tot in Eh: -615.3132
ΔE to the lowest compared entry with this formula, charge and spin in kcal per mole: 14.95
LUMO energy in eV: 1.00
SMILES string: CS/C=C\F

Here are the natural (NBO) charges for atoms 1 to 5, given in e: atom 1 (C): -0.7460, atom 2 (C): -0.4259, atom 3 (C): 0.1836, atom 4 (H): 0.2239, atom 5 (H): 0.2159

---

ORCA calculation (ωB97M-V with the def2-TZVPD basis set) on an isolated molecule of C5H11N at a distorted geometry.

Geometry (Å):
C: -0.300 -0.442 -1.891
N: 1.749 0.613 -0.109
C: 0.471 0.278 0.422
C: -0.457 -0.233 -0.402
C: -1.728 -0.884 0.123
C: 0.214 0.788 1.819
H: -0.205 -1.507 -2.137
H: -1.284 -0.216 -2.317
H: 0.463 0.135 -2.396
H: 2.079 -0.041 -0.825
H: 2.476 0.464 0.588
H: -1.747 -0.701 1.198
H: -2.668 -0.613 -0.338
H: -1.525 -1.955 0.048
H: -0.843 1.030 1.848
H: 0.835 1.674 1.915
H: 0.504 0.058 2.577

Net charge: 0
E_tot in Eh: -251.8381
ΔE to the lowest compared entry with this formula, charge and spin in kcal per mole: 15.35
LUMO energy in eV: 1.04
SMILES string: CC(C)=C(C)N

Here are the natural (NBO) charges for atoms 1 to 5, given in e: atom 1 (C): -0.6443, atom 2 (N): -0.8236, atom 3 (C): 0.1763, atom 4 (C): -0.0702, atom 5 (C): -0.6297

---

ORCA calculation (ωB97M-V with the def2-TZVPD basis set) on a cluster of 2 separate species, C5H12N3 in total at a distorted geometry.

Geometry (Å):
C: -2.276 1.586 0.572
C: -2.115 -0.631 -0.725
C: 3.051 0.379 0.725
C: -1.023 -1.728 -0.749
C: -2.187 0.434 0.046
N: 1.942 0.418 0.089
N: 1.432 1.621 -0.442
N: 0.081 -1.470 0.229
H: -2.726 1.714 1.514
H: -2.043 2.503 0.102
H: 0.478 -2.319 0.650
H: -2.867 -0.722 -1.472
H: 3.778 1.273 0.800
H: 3.383 -0.491 1.398
H: -1.590 -2.621 -0.533
H: -0.540 -1.810 -1.667
H: 2.032 2.363 -0.690
H: 0.596 1.433 -0.846
H: -0.260 -1.058 1.073
H: 0.852 -0.875 -0.073

Net charge: +1
E_tot in Eh: -361.6062
ΔE to the lowest compared entry with this formula, charge and spin in kcal per mole: 101.58
LUMO energy in eV: -3.05

Here are the natural (NBO) charges for atoms 1 to 5, given in e: atom 1 (C): -0.4262, atom 2 (C): -0.3130, atom 3 (C): -0.1078, atom 4 (C): -0.2352, atom 5 (C): 0.0561

---

ORCA calculation (ωB97M-V with the def2-TZVPD basis set) on a cluster of 3 separate species, C32H44F9NOS in total.

Geometry (Å):
C: 2.471 -2.418 -0.478
C: 3.210 -1.889 0.747
O: 2.939 -0.517 1.053
C: 3.095 0.379 0.025
C: 4.082 0.270 -0.946
C: 4.201 1.219 -1.958
C: 3.321 2.295 -1.990
C: 2.362 2.420 -0.988
C: 2.222 1.480 0.023
N: 1.282 1.596 1.055
C: 0.020 2.141 0.767
C: -1.124 1.717 1.466
C: -1.096 0.658 2.546
C: -2.125 -0.470 2.323
C: -1.501 -1.821 2.059
F: -0.314 -1.719 1.404
F: -1.245 -2.468 3.208
C: -2.407 -2.729 1.189
F: -3.683 -2.600 1.592
F: -2.057 -4.013 1.361
C: -2.327 -2.432 -0.330
F: -1.280 -3.076 -0.845
F: -2.171 -1.121 -0.557
C: -3.599 -2.881 -1.108
F: -3.302 -2.925 -2.399
F: -4.571 -2.007 -0.936
F: -4.008 -4.071 -0.727
C: -2.352 2.320 1.192
C: -2.495 3.316 0.236
C: -1.370 3.732 -0.463
C: -0.134 3.165 -0.176
S: 1.298 3.840 -0.982
H: 3.182 -2.708 -1.247
H: 1.910 -3.311 -0.228
H: 1.771 -1.696 -0.887
H: 2.886 -2.436 1.626
H: 4.287 -2.031 0.678
H: 4.767 -0.564 -0.919
H: 4.973 1.103 -2.701
H: 3.385 3.037 -2.769
H: 1.226 0.736 1.577
H: -1.338 1.143 3.488
H: -0.119 0.212 2.695
H: -2.835 -0.222 1.545
H: -2.713 -0.591 3.230
H: -3.226 2.000 1.744
H: -3.457 3.764 0.054
H: -1.425 4.517 -1.200
C: 0.268 -5.541 -5.956
C: 0.581 -6.293 -4.666
C: -0.394 -7.432 -4.373
C: -1.847 -6.999 -4.176
C: -2.065 -5.973 -3.066
C: -1.662 -6.487 -1.685
H: -0.712 -5.062 -5.918
H: 1.007 -4.760 -6.138
H: 0.282 -6.218 -6.813
H: 0.601 -5.589 -3.829
H: 1.589 -6.710 -4.735
H: -0.050 -7.973 -3.487
H: -0.355 -8.152 -5.196
H: -2.449 -7.888 -3.961
H: -2.239 -6.594 -5.113
H: -3.123 -5.699 -3.050
H: -1.516 -5.054 -3.289
H: -2.228 -7.384 -1.426
H: -1.855 -5.739 -0.917
H: -0.600 -6.731 -1.641
C: 1.422 4.352 3.017
C: 0.220 5.280 2.858
C: 0.550 6.578 2.124
C: 1.581 7.468 2.819
C: 1.214 7.887 4.241
C: -0.063 8.719 4.319
H: 2.213 4.805 3.617
H: 1.126 3.424 3.509
H: 1.838 4.093 2.042
H: -0.210 5.497 3.841
H: -0.558 4.755 2.295
H: -0.374 7.142 1.967
H: 0.924 6.330 1.125
H: 1.731 8.366 2.212
H: 2.549 6.958 2.840
H: 2.041 8.471 4.655
H: 1.115 7.006 4.880
H: 0.027 9.626 3.718
H: -0.269 9.018 5.348
H: -0.930 8.161 3.961

Net charge: 0
E_tot in Eh: -2672.7706
LUMO energy in eV: 0.63
SMILES string: CCOc1cccc2c1Nc1c(CCC(F)(F)C(F)(F)C(F)(F)C(F)(F)F)cccc1S2.CCCCCC.CCCCCC

Here are the Mulliken charges for atoms 1 to 5, given in e: atom 1 (C): -1.0302, atom 2 (C): -0.6121, atom 3 (O): -0.5541, atom 4 (C): 0.3774, atom 5 (C): -0.5020

---

ORCA calculation (ωB97M-V with the def2-TZVPD basis set) on a structure of composition C21H23BrN4PtS2Te at a distorted geometry.

Geometry (Å):
Pt: 0.451 -0.263 0.356
Br: 1.063 3.650 4.513
C: 1.519 1.931 3.811
C: 2.328 1.048 4.482
C: 2.285 -0.290 4.100
C: 1.554 -0.741 3.045
N: 0.899 0.166 2.225
C: 0.841 1.443 2.667
H: 3.034 1.362 5.279
H: 2.911 -1.001 4.636
H: 1.448 -1.783 2.781
H: 0.083 2.066 2.182
Te: -0.805 -1.014 -1.839
C: -0.301 -3.052 -1.436
C: 0.367 -3.681 -0.446
C: 0.289 -5.124 -0.600
C: -0.617 -5.445 -1.562
S: -1.197 -4.073 -2.459
H: 0.895 -3.089 0.252
H: 0.955 -5.741 -0.087
H: -0.939 -6.424 -1.921
C: 3.356 -1.961 -0.368
C: 3.402 -0.501 -0.554
C: 4.531 0.405 -0.823
C: 4.069 1.710 -0.797
C: 2.629 1.607 -0.600
C: 1.755 2.821 -0.700
N: 2.297 0.310 -0.306
H: 3.560 -2.290 0.710
H: 4.150 -2.505 -0.924
H: 2.356 -2.265 -0.679
H: 5.563 0.212 -1.027
H: 4.566 2.667 -0.913
H: 0.731 2.681 -1.082
H: 2.317 3.428 -1.445
H: 1.662 3.381 0.173
C: -5.284 -0.620 -2.206
C: -4.468 0.337 -1.351
C: -4.246 1.641 -1.691
C: -3.277 2.446 -0.947
N: -2.591 1.845 0.061
C: -2.712 0.565 0.268
S: -1.691 -0.339 1.290
N: -3.724 -0.181 -0.335
C: -2.913 3.816 -1.322
H: -5.007 -0.377 -3.298
H: -6.357 -0.371 -2.105
H: -5.040 -1.650 -2.016
H: -4.827 2.050 -2.541
H: -3.614 -1.203 -0.099
H: -3.614 4.559 -1.059
H: -2.697 3.805 -2.422
H: -1.944 4.033 -0.874

Net charge: +2
E_tot in Eh: -4790.0703
⟨S²⟩: 6.0375
ΔE to the lowest compared entry with this formula, charge and spin in kcal per mole: 64.47
LUMO energy (spin up / spin down) in eV: -6.31 / -8.69
2S+1: 5

Here are the natural (NBO) charges for atoms 1 to 5, given in e: atom 1 (Pt): 0.6648, atom 2 (Br): 0.1529, atom 3 (C): -0.1038, atom 4 (C): -0.1569, atom 5 (C): -0.2236

---

ORCA calculation (ωB97M-V with the def2-TZVPD basis set) on an isolated molecule of C5H9NO at a distorted geometry.

Geometry (Å):
C: -0.174 -1.151 1.634
C: 0.379 0.107 0.916
C: -0.328 0.214 -0.416
O: -1.640 0.734 -0.143
C: -0.011 0.959 -1.751
C: 1.364 0.495 -1.941
N: 2.035 -0.427 -1.710
H: -0.035 -2.047 1.013
H: 0.366 -1.310 2.572
H: -1.249 -1.079 1.861
H: 1.429 -0.040 0.684
H: 0.254 0.995 1.547
H: 0.246 -0.833 -0.831
H: -1.750 0.983 0.797
H: -0.256 2.032 -1.764
H: -0.630 0.368 -2.468

Net charge: 0
E_tot in Eh: -325.8053
ΔE to the lowest compared entry with this formula, charge and spin in kcal per mole: 83.01
LUMO energy in eV: 0.74
SMILES string: CC[C@@H](O)CC#N

Here are the natural (NBO) charges for atoms 1 to 5, given in e: atom 1 (C): -0.6031, atom 2 (C): -0.4490, atom 3 (C): 0.1233, atom 4 (O): -0.7281, atom 5 (C): -0.5219